{
  "formula": "C13H22N3O3PtSe2",
  "method": "the ωB97M-V functional and the def2-TZVPD basis",
  "symbols": ["Pt", "C", "Se", "C", "C", "Se", "C", "H", "H", "H", "H", "H", "H", "H", "H", "H", "H", "N", "C", "N", "C", "C", "O", "C", "C", "H", "H", "H", "H", "H", "H", "H", "H", "O", "C", "C", "C", "C", "O", "N", "H", "H", "H", "H"],
  "xyz": [[0.158, -1.694, -0.130], [1.710, -1.102, 3.174], [1.222, -2.592, 1.929], [-0.253, -3.571, 2.934], [-1.536, -3.144, 2.236], [-1.207, -3.517, 0.256], [-3.052, -3.102, -0.213], [2.560, -0.575, 2.641], [2.068, -1.601, 4.142], [0.878, -0.406, 3.350], [-0.248, -3.238, 3.961], [0.045, -4.604, 2.820], [-1.664, -2.081, 2.367], [-2.470, -3.672, 2.477], [-3.094, -2.528, -1.128], [-3.493, -2.473, 0.580], [-3.589, -4.062, -0.314], [-0.546, -0.456, -1.332], [-0.924, 0.644, -1.561], [-1.421, 1.822, -1.890], [-0.402, 2.861, -2.046], [-1.089, 4.244, -2.162], [-2.025, 4.570, -1.081], [-3.084, 3.543, -1.246], [-2.629, 2.108, -1.066], [0.078, 2.714, -2.995], [0.386, 2.804, -1.249], [-1.726, 4.427, -3.070], [-0.397, 5.066, -2.116], [-3.462, 3.646, -2.277], [-3.910, 3.836, -0.619], [-3.453, 1.443, -1.379], [-2.437, 1.919, -0.025], [1.617, 1.197, 0.636], [2.396, 0.531, -0.086], [3.870, 0.871, -0.340], [4.399, -0.485, -0.807], [3.181, -1.446, -0.723], [3.262, -2.677, -0.826], [2.024, -0.729, -0.522], [4.385, 1.206, 0.592], [3.885, 1.728, -1.000], [5.161, -0.880, -0.115], [4.825, -0.543, -1.777]],
  "lowdin_spin": [1.140, 0.046, 0.204, 0.014, 0.008, 0.151, 0.033, 0.000, 0.008, 0.003, 0.001, 0.004, 0.001, 0.000, 0.001, 0.001, 0.003, 0.115, 0.057, 0.055, 0.004, 0.000, 0.000, 0.000, 0.004, 0.001, 0.001, 0.000, 0.000, 0.000, 0.000, 0.001, 0.001, -0.001, 0.007, 0.005, 0.006, 0.012, 0.002, 0.112, 0.000, 0.000, 0.001, 0.000],
  "spin_multiplicity": 3,
  "s2": 2.010,
  "charge": 1,
  "total_energy_ha": -5820.3483,
  "orbital_gap_ev": [6.84, 5.65],
  "de_lowest_kcal_mol": 69.7
}